This record from OMol25 describes a structure of composition C14H38ClFN3O4Pd. The level of theory is the ωB97M-V functional and the def2-TZVPD basis.

**Total charge**: -1
**Multiplicity**: 3
**LUMO energy (spin up / spin down)**: 2.697 / 2.674 eV
**HOMO energy (spin up / spin down)**: -4.45 / -4.40 eV
**ΔE to the lowest compared entry with this formula, charge and spin**: 14.1 kcal/mol
**E**: -1709.3514 a.u.

```
62
Properties=species:S:1:pos:R:3:mulliken_charge:R:1
Pd -0.32 -0.11 1.74 0.696
Cl -0.30 1.66 3.74 -0.625
F -2.43 0.52 1.43 -0.875
C 0.62 -2.13 -2.32 -0.662
C 0.28 -2.61 -0.92 -0.708
O 0.09 -1.56 -0.03 -0.282
H 1.60 -1.69 -2.49 0.216
H -0.08 -1.35 -2.63 -0.132
H 0.45 -2.92 -3.08 0.378
H 1.15 -3.21 -0.58 0.272
H -0.67 -3.16 -0.98 0.264
C -3.76 2.06 -1.94 -1.423
C -3.03 0.74 -2.23 0.254
C -2.52 0.64 -3.66 -0.485
O -3.62 0.74 -4.54 -0.341
C -3.19 0.59 -5.87 -0.777
N -1.92 0.66 -1.27 0.029
H -4.62 2.19 -2.60 0.370
H -2.98 2.81 -2.11 0.273
H -4.14 2.12 -0.92 0.381
H -3.72 -0.09 -2.04 0.341
H -1.95 -0.29 -3.75 0.330
H -1.80 1.46 -3.78 0.241
H -4.04 0.79 -6.52 0.279
H -2.85 -0.44 -6.02 0.299
H -2.35 1.20 -6.23 0.304
H -2.32 0.46 -0.33 0.283
H -1.37 -0.17 -1.46 -0.417
C 1.75 1.57 -1.61 -1.762
C 1.75 1.26 -0.12 1.755
C 2.88 1.88 0.68 -1.207
O 2.99 3.30 0.51 -0.372
C 3.95 3.82 1.38 -0.809
N 0.45 1.62 0.50 -0.169
H 0.87 1.10 -2.07 0.322
H 2.61 1.27 -2.21 0.394
H 1.65 2.64 -1.85 0.370
H 1.91 0.17 -0.10 -0.497
H 3.84 1.49 0.33 0.561
H 2.68 1.64 1.73 0.427
H 3.70 3.67 2.44 0.328
H 3.90 4.91 1.28 0.290
H 5.01 3.57 1.30 0.303
H 0.66 2.42 1.09 0.238
H -0.16 1.93 -0.27 0.089
C 2.50 -3.01 3.46 -1.612
C 1.32 -2.25 2.81 0.664
C 0.14 -2.39 3.75 -0.803
O -0.93 -1.64 3.21 -0.137
C -2.20 -1.88 3.78 -0.869
N 1.71 -0.83 2.59 -0.224
H 2.71 -2.65 4.48 0.383
H 3.42 -2.85 2.89 0.455
H 2.32 -4.08 3.59 0.392
H 1.06 -2.74 1.88 -0.159
H 0.26 -2.06 4.79 0.417
H -0.07 -3.47 3.74 0.368
H -2.09 -1.81 4.87 0.293
H -2.50 -2.91 3.55 0.318
H -2.95 -1.20 3.39 0.189
H 2.09 -0.50 3.49 0.273
H 2.59 -0.92 2.07 0.306
```